## a
This record from the Open Molecules 2025 dataset describes a molecular structure, C3H6. The level of theory is ωB97M-V/def2-TZVPD.

Calculated values
HOMO energy: -9.792 eV
frontier orbital gap: 11.08 eV
LUMO energy: 1.29 eV

Positions of all 9 atoms, in Å:
H1 0.313 -1.903 -0.246
C1 0.473 -0.818 0.081
H2 -0.546 0.552 1.337
H3 1.183 -0.624 0.965
H4 -1.786 -0.109 0.084
C2 -0.724 0.150 0.438
H5 0.928 1.587 -0.282
C3 0.252 0.442 -0.683
H6 -0.093 0.722 -1.695

## b
This record from the Open Molecules 2025 dataset describes C3H6 in the gas phase. The level of theory is ωB97M-V/def2-TZVPD.

Calculated values
HOMO energy: -10.669 eV
SMILES string: C1CC1
frontier orbital gap: 12.07 eV
LUMO energy: 1.40 eV

Positions of all 9 atoms, in Å:
H1 0.304 -0.086 -1.715
H2 -0.984 1.458 0.004
C1 0.021 -0.401 -0.742
C2 0.728 0.027 0.483
H3 1.042 -0.729 1.251
H4 1.485 0.832 0.574
H5 -1.567 -0.187 0.714
C3 -0.724 0.401 0.262
H6 -0.430 -1.446 -0.847

The structure with the greatest stability is b.

## a
This record from the Open Molecules 2025 dataset describes 2 unconnected molecules or ions with the total composition C3H10N4O. The level of theory is ωB97M-V/def2-TZVPD.

Calculated values
HOMO energy: -9.374 eV
SMILES string: [H]/N=C/NC.NC(N)=O
frontier orbital gap: 10.17 eV
LUMO energy: 0.80 eV

Positions of all 18 atoms, in Å:
N1 -0.623 -1.312 -0.809
H1 -1.013 -1.201 -1.724
O1 1.096 -2.539 -1.659
H2 -0.744 -0.528 -0.190
H3 0.413 1.065 1.101
H4 0.071 2.627 -1.397
H5 1.364 1.412 -1.118
C1 0.721 2.163 -0.665
N2 -0.086 1.565 0.378
H6 1.668 -2.945 0.653
H7 1.424 2.912 -0.281
H8 -2.456 2.483 2.253
N3 -1.653 1.907 2.032
H9 0.324 -2.176 1.305
C2 -1.157 2.238 0.914
C3 0.515 -2.055 -0.707
H10 -1.541 3.034 0.271
N4 1.002 -2.197 0.574

## b
This record from the Open Molecules 2025 dataset describes 2 unconnected molecules or ions with the total composition C3H10N4O. The level of theory is ωB97M-V/def2-TZVPD.

Calculated values
HOMO energy: -8.831 eV
SMILES string: [H]/N=N/N(C)N.CC=O
frontier orbital gap: 9.80 eV
LUMO energy: 0.97 eV

Positions of all 18 atoms, in Å:
H1 -0.294 -3.004 -0.321
O1 0.846 1.592 1.425
H2 -2.906 1.262 -0.296
H3 2.546 0.436 -0.086
H4 -0.213 -1.815 -1.648
C1 -0.081 -1.961 -0.572
H5 0.950 -1.716 -0.299
C2 0.913 1.777 0.215
N1 -0.868 -1.057 1.552
H6 0.199 2.443 -0.299
N2 -2.367 0.568 0.232
C3 1.962 1.160 -0.659
N3 -1.686 -0.156 -0.518
N4 -0.987 -1.105 0.160
H7 1.477 0.650 -1.495
H8 2.619 1.944 -1.041
H9 -0.312 -0.218 1.765
H10 -1.801 -0.801 1.884

The structure with the greatest stability is a.

## a
This record from the Open Molecules 2025 dataset describes C4H7Br in the gas phase. The level of theory is ωB97M-V/def2-TZVPD.

Calculated values
HOMO energy: -9.115 eV
SMILES string: CC/C=C/Br
frontier orbital gap: 10.08 eV
LUMO energy: 0.96 eV

Positions of all 12 atoms, in Å:
H1 0.743 -0.932 0.908
H2 1.025 -1.266 -0.791
C1 -0.837 -0.208 -0.251
H3 -2.020 -1.216 1.252
H4 2.589 0.628 0.363
C2 -2.037 -0.536 0.403
C3 0.797 -0.529 0.008
Br1 -3.755 0.080 -0.175
C4 1.560 0.776 -0.058
H5 -0.899 0.470 -1.181
H6 1.100 1.584 0.501
H7 1.733 1.149 -0.978

## b
This record from the Open Molecules 2025 dataset describes 2 unconnected molecules or ions with the total composition C4H7Br. The level of theory is ωB97M-V/def2-TZVPD.

Calculated values
HOMO energy: -9.351 eV
SMILES string: C=C=CC.Br
frontier orbital gap: 10.02 eV
LUMO energy: 0.67 eV

Positions of all 12 atoms, in Å:
H1 -2.399 -0.309 -1.206
Br1 -3.149 -1.238 -0.372
H2 1.314 -2.581 -0.836
H3 -1.001 0.690 1.360
C1 -0.128 1.324 1.114
C2 0.950 -1.583 -0.988
H4 -0.526 2.137 0.506
H5 0.594 -1.479 -1.992
C3 1.051 -0.527 -0.270
H6 1.913 1.237 0.339
H7 0.430 1.700 2.017
C4 0.951 0.629 0.328

The structure with the greatest stability is a.